DFT (wB97M-V/def2-TZVPD) results for the ion C8H9BBrNO7P with charge -1 at a distorted geometry.

```
28
Properties=species:S:1:pos:R:3:lowdin_charge:R:1
C 1.70898 -2.17514 2.35035 0.125
C 1.09387 -1.16767 2.13229 -0.053
C 0.50492 0.14108 1.71672 -0.248
O 1.30602 0.79046 0.79582 0.039
B 0.77160 0.45219 -0.52541 -0.797
C 1.14242 -1.01775 -1.15009 -0.033
P 1.44567 1.74164 -1.84508 0.549
O 2.87687 2.04648 -1.61290 -0.319
O 0.59764 3.12928 -1.91903 -0.162
O 1.30718 1.12278 -3.35508 -0.181
O -0.73590 0.47098 -0.24501 0.056
C -0.90859 0.03228 1.00203 -0.413
C -1.60927 -1.33511 1.12434 -0.076
C -2.68833 -1.40694 0.06662 -0.774
O -3.65951 -0.73412 0.06730 0.068
Br -2.42111 -2.71718 -1.36204 0.678
O -1.83489 0.93268 1.79252 0.051
C -1.85094 2.16465 1.40795 -0.352
N -1.93195 3.29399 1.18525 0.156
H 2.34110 -2.99853 2.57975 0.023
H 0.39269 0.68936 2.65647 0.159
H 0.62508 -1.13241 -2.10359 0.045
H 0.84444 -1.84270 -0.49906 0.034
H 2.22210 -1.11209 -1.29822 0.064
H -0.30402 2.98492 -2.23269 0.066
H 2.13001 1.38643 -3.79119 0.064
H -2.10247 -1.36687 2.09586 0.141
H -0.88613 -2.14045 1.05524 0.093
```

Computed properties:
Charge   -1
Multiplicity   1
Orbital gap   0.305 Eh
M   352.85 g/mol
E   -104276.2138 eV

DFT (wB97M-V/def2-TZVPD) results for an isolated molecule of C8H9BO3 at a distorted geometry.

```
21
Properties=species:S:1:pos:R:3:lowdin_charge:R:1
O 0.94830 0.80111 2.45281 0.129
B -0.27425 1.30162 1.96177 -0.673
O -0.76690 2.53215 2.07799 0.159
C -1.16904 0.25163 1.18196 -0.040
O -1.19198 -1.17464 1.54886 -0.122
C -0.35335 -1.96585 0.73891 -0.167
C -0.07412 -1.20283 -0.53051 -0.203
C 0.59892 -1.67785 -1.64221 -0.021
C 0.85961 -0.73350 -2.66081 -0.051
C 0.45122 0.65319 -2.52812 -0.035
C -0.20678 1.06310 -1.34056 -0.041
C -0.37970 0.12790 -0.39722 -0.077
H 1.54723 1.37795 2.99272 0.118
H -0.30164 3.38545 2.49035 0.192
H -2.25070 0.67777 1.26995 0.162
H -0.90098 -2.97407 0.51128 0.154
H 0.65555 -2.16192 1.29897 0.155
H 0.93827 -2.74301 -1.59467 0.128
H 1.36353 -0.89720 -3.53480 0.059
H 0.84774 1.30249 -3.25147 0.076
H -0.34095 2.05652 -1.04519 0.098
```

Computed properties:
Multiplicity   1
Orbital gap   0.323 Eh
M   163.97 g/mol
E   -15261.3821 eV
SMILES   OB(O)[C@@H]1OCc2ccccc21

DFT (wB97M-V/def2-TZVPD) results for a structure of composition C8H9BrIN2O5.

```
26
Properties=species:S:1:pos:R:3:lowdin_charge:R:1
N 0.47717 -1.40956 3.35893 0.198
C 0.95956 -1.53087 2.32334 -0.410
C 1.38989 -1.58108 0.93797 -1.135
Br 3.12367 -0.71969 0.76665 0.794
I 1.62546 -3.68991 0.48286 0.931
C 0.31483 -0.95341 -0.04145 -0.626
O 0.52808 -1.41041 -1.35222 -0.045
C 0.47315 0.52553 0.00493 -0.200
N 0.47042 1.66562 0.13039 0.236
C -1.10552 -1.27684 0.39394 -0.146
C -2.15976 -0.81075 -0.62579 -0.142
C -3.48920 -0.48021 0.06096 -0.241
O -4.56329 -1.18615 -0.57426 -0.075
H 1.43085 -1.17014 -1.61464 0.104
H -1.27627 -0.76505 1.33811 0.115
H -1.20106 -2.35299 0.55848 0.115
H -1.77576 0.09072 -1.10723 0.112
H -2.31832 -1.54497 -1.41141 0.121
H -3.66496 0.59770 0.01789 0.118
H -3.46204 -0.75621 1.11835 0.113
H -5.16464 -1.48331 0.11462 0.076
C 4.11360 4.32556 -1.23629 -0.851
O 3.21192 5.17222 -1.04398 -0.094
O 3.88008 3.08972 -0.55985 -0.052
O 5.14616 4.37262 -1.90898 -0.064
H 3.03600 3.28183 -0.13132 0.046
```

Computed properties:
Charge   -1
Multiplicity   1
Orbital gap   0.182 Eh
M   419.98 g/mol
E   -99803.0110 eV

DFT (wB97M-V/def2-TZVPD) results for an isolated molecule of C8H9BrN2O3 at a distorted geometry.

```
23
Properties=species:S:1:pos:R:3:lowdin_charge:R:1
C 2.70019 1.28923 -0.89508 -0.035
C 1.39066 1.80915 -0.28721 -0.385
O 1.26069 2.89930 0.27185 0.056
C 0.22429 0.80133 -0.29984 -0.161
C 0.04694 0.04281 -1.46412 -0.052
C -0.78223 -1.12390 -1.49405 -0.139
C -1.44785 -1.69727 -0.53922 -0.204
N -1.92739 -2.41088 0.34150 0.228
C -0.71476 0.93180 0.81638 -0.146
C -2.07718 0.34678 0.73859 -0.688
Br -3.27204 0.80329 -0.61391 0.917
N -2.61282 -0.05667 1.84997 -0.388
O -2.08747 -0.05339 2.96691 -0.001
O -3.92532 -0.55500 1.79064 -0.008
H 2.69750 0.59565 -1.76500 0.070
H 3.23865 0.81166 -0.04898 0.090
H 3.39101 2.21176 -1.26524 0.130
H 0.44852 0.46640 -2.41292 0.133
H -1.00479 -1.43606 -2.50219 0.118
H -2.78567 -2.22378 0.69761 0.014
H -0.37169 0.29560 1.71488 0.161
H -0.70524 1.94297 1.21786 0.138
H -4.14760 -0.33946 2.74444 0.155
```

Computed properties:
Multiplicity   1
Orbital gap   0.292 Eh
M   261.07 g/mol
E   -87600.3604 eV
SMILES   CC(=O)/C(=C/C=C=N)C/C(Br)=[N+](\[O-])O

DFT (wB97M-V/def2-TZVPD) results for a structure of composition C8H9CaNO4S at a distorted geometry.

```
24
Properties=species:S:1:pos:R:3:lowdin_charge:R:1
Ca 1.50194 -0.28751 -1.10962 0.777
O 3.76294 1.97349 0.10708 -0.460
S 3.16204 1.37259 -1.10942 0.329
O 3.76354 1.97409 -2.32532 -0.454
O 3.80504 -0.22651 -1.10962 -0.613
O 1.56294 2.01559 -1.10962 -0.580
C 1.50194 -0.28751 3.85018 -0.067
C 1.50194 -0.28751 2.38838 -0.181
N 1.50194 -0.28751 1.22818 0.125
H 2.24414 -0.99111 4.23878 0.077
H 0.52154 -0.57851 4.23878 0.076
H 1.74014 0.70709 4.23878 0.080
C -3.72206 -0.21561 -1.14272 -0.177
C -2.99056 0.86379 -1.63932 -0.161
C -1.59636 0.82629 -1.62212 -0.189
C -0.93506 -0.28751 -1.10962 -0.290
C -1.66486 -1.36541 -0.61362 -0.205
C -3.05926 -1.33091 -0.62952 -0.165
H -4.80856 -0.18751 -1.15562 0.064
H -3.50636 1.73279 -2.03912 0.067
H -1.01936 1.66199 -2.00652 0.060
H -1.14106 -2.22951 -0.21612 0.038
H -3.62846 -2.17191 -0.24262 0.065
H 1.50194 -2.39321 -1.10962 -0.216
```

Computed properties:
Charge   -2
Multiplicity   1
Orbital gap   0.177 Eh
M   255.31 g/mol
E   -47392.0378 eV

DFT (wB97M-V/def2-TZVPD) results for a cluster of 2 separate species, C8H9ClSi in total at a distorted geometry.

```
19
Properties=species:S:1:pos:R:3:lowdin_charge:R:1
C -1.20992 2.55106 0.78975 -0.026
C 0.12177 2.11155 0.63990 -0.055
C -2.35945 1.76332 0.57656 -0.065
C 0.30787 0.92432 0.03801 -0.092
C -2.15902 0.58621 -0.06675 -0.104
C -0.80667 0.12652 -0.30741 -0.318
C 2.17165 -1.66600 -1.02393 -0.084
C 1.10373 -2.23124 -0.46918 -0.323
Si -0.57345 -1.63833 -0.78800 1.053
Cl 4.03336 -3.28862 1.26048 -0.612
H -1.33114 3.47325 1.34893 0.112
H 0.93703 2.76321 0.79306 0.107
H -3.32661 2.25400 0.64146 0.117
H 1.30969 0.47138 -0.21356 0.111
H -2.86594 -0.20147 -0.28836 0.076
H 2.02783 -0.93783 -1.85482 0.071
H 3.21277 -1.83889 -0.70481 0.000
H 1.38094 -2.80010 0.40605 0.016
H -1.97445 -2.42235 -0.77736 0.016
```

Computed properties:
Multiplicity   1
Orbital gap   0.139 Eh
M   168.70 g/mol
E   -28837.6130 eV

DFT (wB97M-V/def2-TZVPD) results for an isolated molecule of C8H9F2OP at a distorted geometry.

```
21
Properties=species:S:1:pos:R:3:lowdin_charge:R:1
C -0.48343 -2.07168 0.60493 0.011
C -0.65572 -0.93025 -0.34774 -0.355
F -0.85950 -1.34597 -1.70735 0.013
C 0.60884 0.00997 -0.37820 -0.119
C 1.95752 -0.56114 -0.14552 -0.624
O 2.28592 -1.68548 -0.30040 0.064
P 3.14631 0.86051 0.29343 0.890
C 0.40877 1.33435 -0.65403 -0.086
C -0.80059 2.03748 -0.77690 -0.057
C -1.96568 1.36879 -0.53836 0.030
C -1.79807 0.01412 0.15224 -0.255
F -1.60626 0.17680 1.52382 0.006
H 0.33277 -1.80833 1.26113 0.088
H -0.09804 -2.88980 0.13723 0.063
H -1.47624 -2.14617 1.14059 0.119
H 3.86370 0.05666 1.12816 -0.120
H 2.34922 1.26834 1.34098 -0.097
H 1.23820 1.91967 -0.76086 0.030
H -0.74241 2.94767 -1.40490 0.125
H -2.90447 1.91898 -0.57917 0.111
H -2.80087 -0.47450 0.01090 0.161
```

Computed properties:
Multiplicity   1
Orbital gap   0.304 Eh
M   190.13 g/mol
E   -25210.2981 eV
SMILES   C[C@]1(F)C(C(=O)P)=CC=C[C@@H]1F

DFT (wB97M-V/def2-TZVPD) results for a cluster of 2 separate species, C8H9IO2 in total at a distorted geometry.

```
20
Properties=species:S:1:pos:R:3:mulliken_spin:R:1
C -1.56179 -2.01440 -0.75734 0.155
C -2.03221 -0.68831 -0.78836 -0.080
C -0.23601 -2.27924 -0.55873 -0.083
C -1.14604 0.36157 -0.72131 0.143
C 0.66964 -1.22063 -0.78867 0.245
C 0.25449 0.12978 -0.71332 -0.022
C 0.72279 0.87532 2.01667 0.866
C 1.09245 1.29309 -0.58317 0.483
O -0.25442 1.77211 2.31610 0.124
O 2.40603 1.24520 -0.81404 0.085
I 0.41558 3.21790 -0.69095 0.040
H -2.35848 -2.71286 -0.71189 0.011
H -3.09503 -0.57170 -0.94848 -0.004
H 0.04143 -3.40028 -0.46023 0.000
H -1.49605 1.37030 -0.62560 0.022
H 1.83736 -1.37383 -0.67817 0.009
H 0.31390 -0.04573 1.85951 0.036
H 1.67547 1.07502 2.20700 -0.031
H 0.14215 2.57395 2.55453 -0.007
H 2.60876 0.39274 -1.11356 0.007
```

Computed properties:
Multiplicity   3
Orbital gap (spin up / spin down)   0.239 / 0.328 Eh
M   264.06 g/mol
E   -20632.6026 eV

DFT (wB97M-V/def2-TZVPD) results for a structure of composition C8H9InNO4 at a distorted geometry.

```
23
Properties=species:S:1:pos:R:3:lowdin_charge:R:1
In 0.75185 4.02466 -0.31556 1.094
O 1.37660 2.40962 2.00399 -0.166
C 2.11762 2.24143 2.97518 -0.294
C 1.94498 0.79090 3.88906 -0.289
O 0.84212 0.62780 4.39411 0.113
H 1.99610 3.08252 3.67729 0.142
H 3.18695 2.19899 2.70744 0.142
H 2.72299 0.86348 4.67423 0.144
H 2.26227 -0.04447 3.23621 0.144
C -1.90281 -2.29733 -3.27739 -0.048
C -1.33178 -1.06863 -3.62931 -0.047
C -0.70571 -0.33675 -2.64114 -0.008
C -0.82217 -0.70772 -1.30718 -0.146
C -1.56910 -1.81449 -0.93730 0.013
C -2.12133 -2.59130 -1.94032 -0.054
N -0.28342 0.22283 -0.32011 -0.328
O 0.38713 1.17648 -0.70411 -0.122
O -0.54279 -0.01270 0.83583 0.120
H -2.34270 -2.96259 -4.00829 0.115
H -1.31187 -0.86868 -4.69168 0.114
H -0.21474 0.56359 -2.98005 0.116
H -1.71375 -2.02939 0.11172 0.125
H -2.72640 -3.46825 -1.75263 0.117
```

Computed properties:
Charge   +1
Multiplicity   1
Orbital gap   0.248 Eh
M   297.98 g/mol
E   -23281.5181 eV

DFT (wB97M-V/def2-TZVPD) results for a structure of composition C8H9LuO8P at a distorted geometry.

```
27
Properties=species:S:1:pos:R:3:lowdin_charge:R:1
O -0.24251 0.07368 -5.50962 0.237
C -0.13527 0.10705 -4.36654 0.015
Lu 0.17764 0.20841 -1.89893 1.230
O 2.11519 -2.76555 -2.08024 0.242
C 1.44984 -1.82817 -2.13366 0.042
C -1.54730 1.87747 -1.87277 -0.017
O -2.35988 2.68949 -1.79301 0.233
C -1.73885 -1.19395 -1.95287 -0.062
O -2.67553 -1.85608 -2.06351 0.246
C 2.00094 1.71349 -2.50767 0.045
O 2.92264 2.39997 -2.53807 0.238
C -1.60465 1.77083 2.76077 -0.044
O -0.88497 0.60295 2.28107 -0.320
P -1.03202 0.01461 0.73722 1.013
O 0.74141 0.32635 0.14714 -0.600
C 1.88227 0.17498 0.99781 -0.068
O -0.83405 -1.60310 0.93384 -0.359
C 0.00742 -2.20515 1.96113 -0.037
H -1.99892 1.51506 3.76038 0.124
H -2.41411 2.03785 2.07123 0.089
H -0.91622 2.62449 2.85744 0.110
H 2.48039 1.08900 0.92770 0.117
H 1.55075 0.01911 2.02753 0.095
H 2.48731 -0.67160 0.65962 0.105
H 0.95246 -2.52478 1.49627 0.102
H 0.17554 -1.51610 2.80480 0.101
H -0.55953 -3.08031 2.29295 0.121
```

Computed properties:
Charge   +3
Multiplicity   1
Orbital gap   0.279 Eh
M   439.09 g/mol
E   -67700.4129 eV

Look up the M of the first one.
352.85 g/mol

Look up the multiplicity of the first one.
1

Please write out number 1 again, unchanged.
DFT (wB97M-V/def2-TZVPD) results for the ion C8H9BBrNO7P with charge -1 at a distorted geometry.

```
28
Properties=species:S:1:pos:R:3:lowdin_charge:R:1
C 1.70898 -2.17514 2.35035 0.125
C 1.09387 -1.16767 2.13229 -0.053
C 0.50492 0.14108 1.71672 -0.248
O 1.30602 0.79046 0.79582 0.039
B 0.77160 0.45219 -0.52541 -0.797
C 1.14242 -1.01775 -1.15009 -0.033
P 1.44567 1.74164 -1.84508 0.549
O 2.87687 2.04648 -1.61290 -0.319
O 0.59764 3.12928 -1.91903 -0.162
O 1.30718 1.12278 -3.35508 -0.181
O -0.73590 0.47098 -0.24501 0.056
C -0.90859 0.03228 1.00203 -0.413
C -1.60927 -1.33511 1.12434 -0.076
C -2.68833 -1.40694 0.06662 -0.774
O -3.65951 -0.73412 0.06730 0.068
Br -2.42111 -2.71718 -1.36204 0.678
O -1.83489 0.93268 1.79252 0.051
C -1.85094 2.16465 1.40795 -0.352
N -1.93195 3.29399 1.18525 0.156
H 2.34110 -2.99853 2.57975 0.023
H 0.39269 0.68936 2.65647 0.159
H 0.62508 -1.13241 -2.10359 0.045
H 0.84444 -1.84270 -0.49906 0.034
H 2.22210 -1.11209 -1.29822 0.064
H -0.30402 2.98492 -2.23269 0.066
H 2.13001 1.38643 -3.79119 0.064
H -2.10247 -1.36687 2.09586 0.141
H -0.88613 -2.14045 1.05524 0.093
```

Computed properties:
Charge   -1
Multiplicity   1
Orbital gap   0.305 Eh
M   352.85 g/mol
E   -104276.2138 eV